Record 1
28
Properties=species:S:1:pos:R:3:forces:R:3 method="wB97M-V/def2-TZVPD" orbital_gap_ev="6.96 / 7.33" lumo_energy_ev="-6.392 / -6.740" largest_force_ev_per_a=0.823 multiplicity=4 charge=+1 s2=3.76 homo_ev="-13.36 / -14.07"
Re -0.056862 0.161426 -0.135536 -0.06 0.34 -0.74
Cl -3.321725 2.971536 -1.423075 -0.01 0.03 0.00
Cl -3.906894 0.445180 -2.800165 -0.01 0.01 0.01
O 1.544568 -0.535873 0.574368 0.48 -0.33 0.28
O -1.821273 0.590706 -0.480981 0.09 0.05 -0.04
O -0.590865 1.110651 -3.220853 -0.23 -0.08 -0.02
O 0.855515 1.044814 -1.530495 -0.26 0.01 0.77
O 1.388186 1.969920 -3.442590 -0.05 0.03 0.01
O -3.649258 -0.045454 0.646990 0.04 -0.08 0.14
O 4.549701 -3.676840 4.989118 0.10 0.00 -0.02
O -0.830022 -0.804326 1.485429 -0.07 -0.14 0.23
O 2.528234 -3.895730 5.709333 -0.09 -0.02 0.04
N 3.357476 -3.495925 4.925883 0.00 0.02 -0.03
N 0.504146 1.419020 -2.899469 0.22 -0.06 -0.30
C -3.955989 1.333263 -1.273076 -0.10 0.20 -0.34
C 3.344092 -1.487463 1.755818 0.29 -0.03 -0.01
C -0.310163 -1.464725 2.421669 -0.17 0.05 -0.04
C 1.526233 -2.474762 3.663244 -0.17 -0.01 0.04
C 1.069041 -1.722873 2.565895 -0.05 -0.07 0.13
C 2.862908 -2.707065 3.775692 0.12 -0.02 0.02
C 1.990366 -1.239174 1.619642 -0.27 0.25 -0.34
C 3.778417 -2.222518 2.840341 0.06 0.01 -0.03
C -3.178162 0.557257 -0.254742 0.26 -0.20 0.24
H -1.005649 -1.857427 3.164815 -0.02 -0.01 0.02
H 4.829267 -2.435370 2.984103 -0.01 0.00 0.00
H 0.842029 -2.863162 4.407114 0.00 0.01 -0.01
H 4.033197 -1.103136 1.016296 0.00 -0.02 0.03
H -4.980955 1.379671 -0.930685 -0.11 0.05 -0.03

Record 2
10
Properties=species:S:1:pos:R:3:forces:R:3 method="wB97M-V/def2-TZVPD" orbital_gap_ev=10.31 lumo_energy_ev=-0.974 largest_force_ev_per_a=4.560 smiles="N#CC(=O)C(Cl)Cl.Cl" charge=0 homo_ev=-11.28
Cl 2.952444 -0.430319 0.015096 -0.87 0.18 0.20
Cl 0.941679 1.080726 1.656069 0.23 -0.08 -0.23
Cl -2.903596 1.071728 0.054581 -0.88 -0.25 0.90
O -0.491291 -1.510695 -0.363552 -1.26 -0.62 -0.02
N 0.275913 0.820257 -2.551461 0.12 0.43 -0.35
C 0.270725 0.306015 -1.530545 -0.37 0.68 -0.69
C 0.187652 -0.541875 -0.386635 2.68 -1.12 1.83
C 1.298191 -0.400201 0.732303 -0.16 3.49 -2.93
H 1.253962 -1.159533 1.379644 -0.39 -3.00 2.20
H -3.785679 0.763897 0.994502 0.89 0.28 -0.91

Record 3
12
Properties=species:S:1:pos:R:3:forces:R:3 method="wB97M-V/def2-TZVPD" orbital_gap_ev="7.00 / 9.04" lumo_energy_ev="-4.064 / -4.682" largest_force_ev_per_a=3.508 multiplicity=2 charge=+1 s2=0.75 homo_ev="-11.06 / -13.72"
Tl -0.370991 -1.378920 2.583044 -0.32 -1.64 3.08
Mg 2.973571 0.627039 -0.722036 -0.17 -0.72 -0.41
O 0.738308 0.241241 -0.481195 -0.77 0.50 0.07
O -1.086775 0.513806 1.621744 -0.77 1.49 -1.15
O 0.665364 -1.729894 0.706186 -1.15 -0.32 -1.46
O 2.088318 -1.381977 -0.906600 0.47 0.80 -0.65
C -1.438324 0.801107 0.497319 0.21 1.12 0.08
C 1.066796 -1.088463 -0.259405 3.12 -0.84 0.45
C -0.598157 0.608694 -0.731994 -0.49 0.01 -0.03
H -0.543315 1.560477 -1.276200 -0.31 -0.22 0.05
H -2.374840 1.366340 0.322730 -0.03 -0.42 0.06
H -1.119952 -0.139451 -1.353592 0.22 0.24 -0.09

Record 4
19
Properties=species:S:1:pos:R:3:forces:R:3 method="wB97M-V/def2-TZVPD" orbital_gap_ev="7.97 / 8.00" lumo_energy_ev="0.800 / 0.608" largest_force_ev_per_a=3.039 charge=0 homo_ev="-7.17 / -7.39"
O 0.422924 0.510555 -1.715338 -0.42 -0.83 -1.28
C -1.633797 0.786286 -0.597695 0.02 0.03 -0.03
C 0.576295 -1.049077 0.952254 -0.31 -1.81 0.10
C -0.141533 1.038558 -0.589622 0.30 -0.47 2.55
C -0.549511 -1.769884 1.628680 -0.05 0.03 -0.03
C 0.611306 0.349797 0.769194 -0.34 2.62 -1.50
C 1.744786 0.504476 -1.874223 0.81 0.29 -0.43
H 0.105140 2.101498 -0.476126 -0.07 0.04 -0.11
H 1.346179 -1.650984 0.473667 -0.13 0.07 0.08
H -2.115444 1.304909 -1.432269 0.05 -0.08 0.08
H 2.074670 -0.084099 -2.727162 -0.11 0.11 0.22
H 2.300992 1.408350 -1.615816 -0.09 -0.15 0.10
H 1.647200 0.690138 0.561382 -0.43 -0.05 0.51
H -2.083903 1.142083 0.335830 0.11 -0.03 -0.16
H -1.238740 -2.239163 0.905082 0.14 0.09 0.09
H -1.834205 -0.286348 -0.688568 0.05 0.16 -0.01
H -0.198472 -2.585689 2.276487 0.00 0.18 -0.13
H 0.120612 0.914644 1.576120 0.32 -0.12 0.04
H -1.154497 -1.086050 2.238123 0.13 -0.10 -0.09

Record 5
14
Properties=species:S:1:pos:R:3:forces:R:3 method="wB97M-V/def2-TZVPD" orbital_gap_ev=9.76 lumo_energy_ev=0.741 largest_force_ev_per_a=2.841 charge=0 homo_ev=-9.01
N -2.762327 -0.958403 1.991137 -2.73 -0.75 -0.17
N 0.101358 -0.155386 1.901635 -2.06 0.61 -1.27
N -2.258785 -0.164730 1.001217 0.16 0.53 -0.41
C 2.242941 0.235722 -2.047559 -0.27 -0.43 -0.64
C 0.291522 0.600380 0.836560 0.34 0.57 -0.20
C -1.079958 0.189929 1.121059 1.71 -0.82 0.64
C 1.410273 1.150224 -2.468169 0.02 0.95 0.86
H -3.631649 -1.389001 1.603805 1.14 0.46 0.76
H 2.780537 0.195168 -1.123942 -0.06 0.25 0.39
H 0.898359 1.178052 -3.426269 0.10 -0.16 0.31
H -2.170994 -1.672225 2.381866 0.64 -0.14 -0.12
H 2.284512 -0.559015 -2.706160 0.98 -2.06 -1.02
H 1.285732 1.888058 -1.718716 -0.76 1.40 0.02
H 0.608481 -0.538774 2.653536 0.81 -0.41 0.86

Record 6
17
Properties=species:S:1:pos:R:3:forces:R:3 method="wB97M-V/def2-TZVPD" orbital_gap_ev=8.61 lumo_energy_ev=-4.850 largest_force_ev_per_a=6.472 smiles="NCN/N=N/[n+]1ncn[nH]1" charge=+1 homo_ev=-13.46
N -1.694870 0.082964 -1.255699 -1.67 1.26 -1.22
N 0.978362 0.906850 0.766484 -0.44 0.13 1.10
N 2.097676 0.367689 1.331421 -1.04 2.50 0.09
N -0.938675 0.702224 -0.426431 1.73 1.17 0.51
N -1.277380 -2.054025 -0.480729 -6.17 0.96 1.57
N 0.116361 0.124940 0.039430 -0.58 -1.97 -1.52
N 0.875102 2.094709 1.189915 -1.39 1.29 -0.84
N 2.686769 1.310088 1.986641 2.71 -1.30 1.35
C -1.538266 -1.369378 -1.705552 5.10 2.51 3.10
C 1.961505 2.360875 1.938636 -1.78 -0.47 -1.78
H -2.276956 -1.635852 -2.344562 -2.43 -0.69 -1.79
H 2.186720 3.342092 2.205078 0.41 1.13 0.97
H -2.200551 -2.443289 -0.061001 2.11 0.92 -0.81
H -0.702898 -2.791056 -0.555707 2.71 -3.11 -0.59
H 2.622727 -0.457859 1.274735 -0.07 -2.06 -0.97
H -0.521657 -1.330429 -2.151476 -0.77 -0.24 -0.69
H -2.373969 0.789458 -1.751184 1.57 -2.03 1.51

Record 7
58
Properties=species:S:1:pos:R:3:forces:R:3 method="wB97M-V/def2-TZVPD" orbital_gap_ev=10.74 lumo_energy_ev=-4.910 largest_force_ev_per_a=6.878 charge=+2 homo_ev=-15.65
O -3.654529 2.773355 1.977859 -1.05 1.32 1.80
O 2.689275 -1.322295 1.385834 4.52 1.56 -0.73
O 1.505755 -2.569536 3.944500 -1.16 -0.25 -0.11
O -0.747706 -1.651727 -4.291988 -3.42 3.59 -1.16
O 2.988238 2.009270 -2.508918 -0.66 0.57 0.53
O 0.001642 -1.649511 2.047588 -0.46 -0.13 1.52
O 1.344888 -2.543658 -3.093101 0.58 -2.40 1.66
O 3.993178 -0.715527 -2.065030 -4.29 -4.55 1.46
O -1.974100 1.500987 4.562926 -0.27 2.42 2.00
O -2.267267 -0.511060 -1.283505 3.83 -1.56 -1.82
O -1.263431 0.836590 -3.542724 -1.31 -1.07 -0.42
O 0.163402 -4.210297 -0.413911 -0.44 2.54 1.07
O 4.094028 2.410960 -0.093724 1.54 -0.17 0.89
N -2.665257 -0.216384 2.504937 -0.01 6.01 -3.35
N -0.078412 2.543393 -2.210259 3.03 1.63 0.53
C -0.492035 2.662594 -0.810059 0.04 -0.21 -1.17
C -0.829479 1.166892 1.187731 -2.57 -2.38 0.48
C -2.287335 0.294022 1.001894 2.28 0.93 1.51
C -2.255842 -0.888478 0.054704 -1.54 -0.97 1.06
C -0.423462 1.554391 -0.135651 0.99 -1.97 0.16
H -1.107227 1.957939 1.773014 -0.76 2.23 1.59
H 0.206949 -5.004144 -0.909425 0.81 -1.33 -0.15
H -0.003548 0.623723 -0.516767 0.39 0.60 -1.19
H 4.126046 1.939491 0.769722 -0.22 0.43 -0.86
H -2.233094 0.619871 -3.535763 1.41 0.27 -0.10
H -4.251318 2.930666 1.217459 0.25 0.15 0.80
H -2.218230 1.500133 5.606152 0.99 0.61 -3.81
H 3.586993 2.487352 -3.057505 0.73 0.08 -1.88
H 1.863532 -1.582439 1.636566 -3.40 -1.07 0.23
H -0.043374 0.607775 1.726062 -0.61 -0.10 -0.54
H 4.824210 -1.023957 -1.964974 4.26 -0.67 0.14
H 0.920284 -3.966248 0.152769 -0.26 -1.24 -0.96
H -0.779744 -0.012306 -3.782085 -0.47 0.66 -0.24
H -1.741989 2.464126 4.223120 -0.71 -2.80 1.83
H -0.763995 2.010159 -2.774137 -0.66 -0.05 -1.05
H -3.194799 -1.425962 0.160983 -0.49 -0.16 0.64
H -4.006015 3.346964 2.762575 0.71 -1.46 -2.36
H -1.518916 -1.651701 0.286941 0.45 0.39 0.12
H 2.262355 -2.273592 -3.201501 0.23 0.35 -0.11
H -1.454355 -1.724202 -3.651141 -0.23 -0.77 -0.05
H 0.408835 3.389643 -2.599497 -1.48 -0.51 0.16
H 1.446145 -3.404010 -2.555422 -0.43 1.97 -1.20
H -0.111090 -2.263289 -4.117024 3.13 -2.82 1.09
H 3.839053 0.110241 -2.339597 -0.10 5.08 -1.50
H 1.245988 -2.998845 4.756128 -0.03 -0.31 0.44
H -2.026406 -0.901710 2.819156 1.28 -0.26 1.03
H -0.959133 3.577477 -0.542350 -0.15 0.61 0.33
H 5.054286 2.563689 -0.285390 -1.20 -0.11 0.22
H 3.007102 -1.554748 0.502168 -0.73 -0.09 0.28
H 2.409245 -2.334606 4.057490 1.31 0.39 0.05
H 0.147595 -1.686209 3.042144 0.32 0.05 -1.41
H -3.099140 1.027343 0.724899 1.04 -0.95 0.38
H 3.127108 2.615702 -1.764595 -0.33 -0.80 1.10
H -2.918441 0.812666 2.913557 1.53 -3.08 0.39
H -3.524166 -0.599967 2.342747 -3.02 -1.83 -0.13
H 0.321130 -2.527922 1.809620 -0.39 -0.21 0.00
H 0.742348 1.922878 -2.275638 -0.05 -0.25 0.32
H -1.425772 -1.045966 -1.629560 -2.72 2.10 0.48

Record 8
14
Properties=species:S:1:pos:R:3:forces:R:3 method="wB97M-V/def2-TZVPD" orbital_gap_ev="7.56 / 7.55" lumo_energy_ev="-2.636 / -2.641" largest_force_ev_per_a=3.656 charge=0 homo_ev="-10.19 / -10.19"
Cl 0.723446 0.722428 -3.126357 -0.13 -1.58 2.81
Cl 1.348535 1.403323 0.604537 1.10 1.18 0.07
S 1.213358 -2.096620 -0.990247 -1.10 2.08 0.83
O 1.661625 -2.575001 -2.272052 0.32 -0.05 -0.64
C -1.118091 1.148042 -0.193617 -0.17 -1.91 1.86
C 0.647029 -0.543701 -0.860606 0.07 -1.07 -2.88
C 0.009558 0.239060 0.199688 3.07 0.72 1.06
C -0.023502 -0.484593 1.590465 -2.03 -1.72 -2.51
H -1.506179 1.543158 0.730887 -1.04 -0.39 0.25
H -0.607526 -1.395215 1.577827 0.13 -0.75 -0.48
H -1.693383 0.588988 -0.861708 -1.97 -0.61 -0.57
H 0.850332 -0.630261 2.138643 1.72 -0.10 0.17
H -0.835491 1.998441 -0.673453 1.49 2.04 -1.77
H -0.669711 0.081952 2.135991 -1.45 2.14 1.80

Record 9
17
Properties=species:S:1:pos:R:3:forces:R:3 method="wB97M-V/def2-TZVPD" orbital_gap_ev=9.26 lumo_energy_ev=0.942 largest_force_ev_per_a=5.574 charge=0 homo_ev=-8.31
S 1.671155 -0.092229 -1.206328 0.08 0.31 0.81
C 0.219887 -0.993620 -1.616464 -2.63 3.18 3.15
C 1.337858 0.495244 0.588363 -1.70 -2.60 -1.96
C -1.097326 -0.152676 -0.654561 1.36 0.03 -0.42
C 0.114851 -1.860289 -2.619652 -1.05 0.66 1.34
C 0.148311 1.356814 0.834270 -1.27 0.76 2.79
C -1.173669 0.799088 0.364814 3.16 -2.56 -3.81
H 1.049008 -2.119702 -3.005542 1.24 -0.63 -1.02
H -1.979043 -0.286559 -1.219507 -1.12 -0.62 -0.27
H -0.779851 -2.333083 -3.008138 0.01 0.22 0.28
H 2.160469 1.044424 0.778014 3.03 1.71 0.60
H 0.116707 1.618685 1.954639 0.01 -1.04 -1.03
H -1.048788 -0.435804 3.148034 1.58 0.31 0.70
H 0.297245 2.397903 0.554396 -0.01 0.00 -1.12
H 1.408384 -0.432666 1.161414 -0.46 0.28 0.16
H -0.333215 -0.284710 3.470279 -1.58 -0.35 -0.67
H -2.111983 1.279179 0.475969 -0.65 0.36 0.47